1.
Here is a molecular structure, C37H75N9O7P2S3 in a non-equilibrium geometry from OMol25. Energies are from ωB97M-V with the def2-TZVPD basis set.

Structure (ORCA input):
```
! RIJCOSX wB97M-V def2-TZVPD def2/J DEFGRID3
* xyz 0 1
C 1.613 0.636 -4.022
N 2.152 1.163 -5.266
H -1.723 7.501 -2.998
H 4.579 3.127 -8.209
H -0.545 2.642 -4.908
H 3.352 1.914 -8.085
H -5.520 -5.101 3.928
C -3.441 -6.311 3.106
H -5.432 -6.245 0.645
H -1.628 -2.681 -1.574
H 0.512 0.641 -4.011
N -2.638 1.504 4.750
C 4.077 4.578 -6.261
P 2.149 2.903 -5.408
H -0.973 2.532 6.537
H -1.459 -0.417 -1.620
H -2.010 -0.524 4.528
N -2.876 -5.432 2.100
C -5.104 -1.987 2.999
C -4.661 -5.719 0.074
C 0.100 -1.826 -1.292
C -3.030 2.444 5.832
H 4.733 1.044 0.962
H -0.281 3.839 -0.528
C 1.044 -2.405 2.851
C 0.097 -0.046 3.000
C 3.988 2.562 -7.483
C 3.985 -1.240 0.735
H -4.188 -1.396 3.059
H 2.735 -2.945 4.904
C 4.867 -2.510 2.691
C -1.520 0.137 6.572
H -0.937 -0.257 2.721
H -6.305 -3.301 0.380
N 3.209 3.475 -6.669
H 3.137 0.240 -6.886
C 1.816 4.119 0.060
C 0.180 5.876 -0.882
C -1.418 -5.513 2.184
N -4.479 -4.369 0.574
C -2.374 0.160 5.294
H -1.556 -0.879 6.976
H 1.204 -3.077 0.102
H 0.810 4.119 -1.880
C -1.975 2.349 6.939
H -3.073 3.442 5.398
C -5.875 -4.268 3.324
H 4.942 4.234 -5.683
S 7.184 -2.421 2.313
H -0.465 0.365 6.402
H -4.853 -2.386 -0.056
H 1.082 2.173 -8.488
H -5.467 -3.609 -1.145
H 1.954 1.232 -3.172
H -3.363 -5.894 4.120
H -0.193 3.371 -8.257
H -5.680 -1.624 2.137
C 2.740 -1.526 1.225
O 3.354 -3.431 4.350
H -2.919 -7.270 3.095
O 3.162 3.049 -4.286
H 0.629 0.167 2.074
C -1.653 2.010 3.896
H 0.394 -2.460 1.983
H 1.363 0.249 -7.038
H 3.275 -0.445 -1.143
H -4.481 -6.556 2.888
H -0.014 0.366 -1.045
N 0.829 2.816 -6.502
C 2.948 1.805 0.088
H 2.149 1.210 -0.365
H -3.744 -6.298 0.090
H -4.980 -5.706 -0.972
S 0.096 1.526 3.957
H -3.350 -0.246 5.587
H -2.234 3.056 7.730
H -1.066 -0.540 0.080
C 1.327 -2.138 -0.448
O -2.382 -3.101 2.583
H 2.266 5.087 0.303
H -1.090 -6.537 1.989
H 2.662 1.961 1.134
H -3.993 2.141 6.244
H 2.606 3.089 -1.651
H -0.573 6.103 -0.121
H 4.958 1.653 -0.692
O -2.087 1.047 7.504
H -0.570 1.287 -6.049
C 0.667 -1.224 3.785
H -6.486 -4.662 2.498
H 1.030 6.558 -0.756
C -1.549 7.007 -2.040
C 2.875 3.196 -0.589
C -0.623 -0.533 -0.917
H 5.026 -0.728 -1.099
H 2.186 -0.825 -5.920
S -2.053 3.130 2.780
O -0.824 -2.911 -1.097
C 4.300 1.073 -0.042
H -2.458 6.419 -1.837
C 3.544 -2.734 3.185
C -5.318 -3.373 -0.091
H -1.040 -5.213 3.169
H 1.462 3.889 -8.216
H 2.170 -2.310 -1.129
C -0.454 2.373 -5.961
P -3.484 -3.819 1.847
H 1.019 -3.314 3.457
N 6.373 -1.631 1.170
H 3.849 3.676 -0.468
O -0.411 6.189 -2.155
H 4.444 5.110 -7.142
H 4.679 1.952 -6.886
C 2.204 0.186 -6.330
C 0.597 4.410 -0.846
H -6.555 -3.724 3.980
C 4.163 -0.413 -0.514
H -5.676 -1.770 3.902
H -1.468 7.757 -1.245
C 0.808 3.073 -7.929
C 5.078 -1.760 1.491
H -0.103 -1.550 4.490
H -0.946 -4.874 1.437
O 1.646 -1.097 0.488
H -1.292 2.843 -6.475
H 3.535 5.298 -5.650
N 5.997 -2.947 3.259
N -4.792 -3.411 2.896
H 1.948 -0.387 -3.832
H 1.439 3.700 0.998
H 1.562 -0.933 4.345
H 0.350 -1.764 -2.357
C 2.502 -2.245 2.446
*
```

Orbital gap   7.63 eV
HOMO   -7.932 eV

=====

2.
Here is a molecular structure, C37H76F3FeN7O13S3 in a non-equilibrium geometry from OMol25. Energies are from ωB97M-V with the def2-TZVPD basis set.

Structure (ORCA input):
```
! RIJCOSX wB97M-V def2-TZVPD def2/J DEFGRID3
* xyz -1 6
C -4.062 -34.331 33.716
H -4.333 -33.284 33.887
H 3.111 -32.502 38.106
O -1.443 -36.312 31.409
N 1.207 -33.109 37.392
C 2.099 -33.093 33.654
S -4.720 -38.860 31.699
C 0.658 -31.765 37.362
C 0.972 -32.147 33.251
H -6.443 -32.835 32.889
H -3.288 -43.388 36.957
F -1.509 -35.289 28.075
H -0.347 -33.929 35.333
H 3.445 -36.405 37.051
C -2.893 -33.474 31.962
H 0.705 -38.625 34.760
C 2.133 -33.511 39.741
C -0.772 -34.142 36.313
C 1.072 -41.299 32.226
C -1.872 -38.991 36.196
C -0.150 -31.299 38.614
H 0.720 -33.893 29.208
S -1.069 -36.706 32.802
C 3.374 -35.772 29.783
N -3.915 -34.523 32.225
H -0.944 -39.362 35.744
H 4.405 -36.078 29.826
H -2.944 -39.067 34.439
C 1.129 -36.016 29.672
C -2.525 -41.638 34.796
C 2.949 -35.484 33.333
H -2.095 -40.381 33.052
H -1.477 -41.472 35.101
O -4.765 -39.673 32.903
H -4.733 -42.822 37.883
H 1.059 -31.246 33.875
C 2.770 -39.024 35.115
H -5.969 -35.013 31.804
H -3.909 -38.733 35.859
H 2.477 -30.566 32.062
H 0.653 -30.925 39.258
H 1.510 -30.506 30.531
N 2.325 -36.638 29.906
H 5.634 -32.928 30.913
H 2.931 -34.076 37.740
H -1.285 -35.104 36.252
H 0.208 -36.568 29.602
C 3.707 -38.314 35.865
O -3.346 -38.439 31.235
C -4.154 -42.733 36.962
H 2.077 -34.241 31.894
O 0.876 -31.892 31.874
C -3.700 -41.260 36.878
H -0.017 -31.760 36.502
C -2.274 -36.272 27.569
H -6.833 -32.844 31.197
H -0.049 -39.529 32.275
H 3.073 -33.343 40.279
C -2.428 -41.393 33.290
C 0.302 -34.229 37.385
H -2.700 -42.703 34.935
O -0.394 -37.975 32.921
N 1.598 -38.354 35.144
H -4.685 -36.265 34.197
N -3.497 -40.807 35.516
H 6.143 -34.595 30.987
F -2.338 -36.098 26.261
C 3.070 -37.145 36.363
H -6.087 -35.248 34.066
H -5.362 -32.022 31.905
C -2.502 -33.282 30.481
H 2.864 -39.981 34.627
C 4.405 -35.206 32.969
O -4.814 -37.097 27.648
H -1.864 -39.156 37.276
H -4.820 -42.952 36.126
C 0.605 -41.814 30.093
O -3.807 -36.283 29.769
N 1.993 -34.401 32.907
C 1.789 -37.228 35.864
H -0.679 -32.052 39.195
O -4.385 -34.729 28.024
H 0.944 -36.557 35.917
F -1.735 -37.442 27.899
C 2.800 -34.515 29.594
C -5.997 -32.912 31.888
C -3.140 -39.396 35.455
H -1.545 -33.400 36.515
S -4.007 -36.103 28.312
O -5.589 -39.322 30.640
H 4.879 -36.078 32.517
H -1.625 -37.922 36.116
H -3.344 -41.554 32.731
C 1.296 -42.235 31.248
H -1.795 -34.011 30.090
H 3.262 -33.556 29.419
H -3.393 -33.468 29.874
N 0.371 -40.252 31.688
H -0.610 -39.983 29.830
H -5.164 -34.273 30.558
H -0.176 -34.371 38.378
H -2.201 -32.254 30.291
H 2.553 -36.374 32.843
H 2.405 -37.609 30.162
H 1.067 -34.848 33.018
C 0.105 -40.572 30.386
H -4.361 -40.610 37.452
H 2.016 -33.342 34.713
H 0.031 -32.513 33.669
H -3.123 -32.463 32.306
H -0.816 -30.450 38.461
H 1.442 -41.246 33.238
C -5.050 -35.257 34.399
C 5.711 -33.784 31.581
O -0.391 -35.613 33.501
H 2.671 -31.751 30.776
H 4.876 -34.878 33.903
H 1.880 -43.141 31.315
H 1.487 -31.084 37.177
H -1.970 -33.762 32.468
Fe -3.353 -36.547 31.682
H -5.048 -35.026 35.465
H -1.590 -41.992 32.919
H -3.095 -34.499 34.190
C -5.234 -34.221 31.647
C 1.934 -31.141 31.309
H -2.749 -41.285 37.442
H 0.843 -35.178 37.461
H 6.294 -33.538 32.473
H 1.560 -32.690 40.173
H 3.077 -32.711 33.370
H 2.731 -35.537 34.395
O -5.039 -37.438 32.123
C 1.400 -34.667 29.526
H 1.757 -34.495 40.011
O 4.423 -34.130 32.054
C 2.363 -33.290 38.258
H 4.760 -38.549 35.885
H 0.557 -42.272 29.119
O -2.439 -36.871 33.337
*
```

Orbital gap (alpha / beta)   6.83 / 6.83 eV
HOMO (alpha / beta)   -5.387 / -5.386 eV

=====

3.
Here is 8 unconnected molecules or ions with the total composition C37H78ClN2O9P from OMol25. Energies are from ωB97M-V with the def2-TZVPD basis set.

Structure (ORCA input):
```
! RIJCOSX wB97M-V def2-TZVPD def2/J DEFGRID3
* xyz 0 1
Cl 3.132 -1.971 3.389
H -0.722 5.775 1.631
H -1.846 -9.702 4.974
C 1.904 8.621 -3.176
C 2.676 2.412 -5.321
H -3.950 5.380 1.759
H 1.406 -3.966 -3.407
H 4.735 8.355 -3.242
C 4.186 -3.442 1.395
H 2.184 8.811 -2.138
H 4.342 -3.594 -1.052
O -0.062 -7.594 4.352
H 1.407 -3.984 3.206
C 0.502 -8.326 5.441
H -6.041 6.309 2.518
H 0.304 0.087 0.886
O 3.056 0.527 0.113
C -6.578 -8.773 4.747
H 2.772 3.528 1.164
O -5.607 -8.547 5.771
H 0.483 6.634 0.653
H -0.030 -1.192 -0.327
C -1.332 1.103 -3.056
C 4.045 8.167 -4.071
H 1.840 -4.372 1.559
C 2.944 9.220 -4.123
C 2.728 -2.379 -1.787
C 1.023 3.803 -0.108
C 3.709 3.478 -4.958
C 2.195 -4.433 2.596
H -0.787 -7.765 7.083
C -6.289 -6.436 4.956
H -0.483 -9.503 7.001
C -5.334 7.013 2.076
C -0.646 -8.608 6.403
H -1.865 -6.665 4.728
H 3.431 -6.220 2.765
H 2.219 -6.046 4.063
C 4.229 2.956 -3.627
H -0.890 2.743 -4.393
C 2.023 7.136 -3.493
H 4.000 0.700 -5.580
C 0.200 5.655 1.059
O 3.421 -2.647 0.532
H 3.609 3.311 -2.797
H -4.672 8.127 -0.798
H -4.723 6.355 -0.765
C 3.346 1.139 -4.819
H 5.264 3.233 -3.428
C -7.358 -7.471 4.605
H 3.296 4.481 -4.868
O 3.388 6.917 -3.858
C 0.750 -0.667 0.226
H 2.537 9.295 -5.133
H -3.155 2.748 -5.323
C -2.939 2.069 -4.499
H 2.435 2.372 -6.382
C -5.527 -7.152 6.064
C -2.600 0.660 -4.973
C -1.488 -7.646 4.417
O -0.044 4.756 -0.019
H -2.798 -8.553 5.915
C 3.476 -3.599 2.713
C -3.399 7.203 0.734
H 2.624 0.384 -4.501
H 0.239 -1.895 -3.886
C 1.339 5.052 1.873
H 1.912 5.804 2.414
C -1.831 -8.717 5.444
C -3.921 6.453 1.959
H -7.782 -7.344 3.610
H 1.780 6.493 -2.645
C -0.186 -2.513 -3.092
H 2.762 5.038 0.242
H -5.637 -6.260 4.098
C 2.136 4.328 0.788
H -5.982 -6.971 7.043
H 0.897 9.002 -3.333
H 0.949 4.333 2.596
H -6.694 -5.478 5.277
H 3.136 -2.721 -2.758
H -3.330 6.617 2.859
C 3.875 -2.628 -0.796
C -1.682 2.434 -3.710
C 2.410 -5.899 2.997
H -0.265 0.974 -2.873
H 3.891 0.412 -0.318
H -1.877 -7.863 3.421
H -1.834 3.229 -2.981
H -0.463 -1.858 -2.263
H -2.047 0.684 -5.920
H 4.298 -4.451 0.961
H -3.089 8.212 1.013
H -6.063 -9.031 3.815
H 3.295 10.206 -3.822
H 5.188 -3.017 1.549
N 1.581 -3.196 -1.437
H 0.938 -9.256 5.060
H -7.203 -9.617 5.040
N 2.325 -0.987 -2.026
H 1.378 6.858 -4.333
H 4.179 -4.056 3.412
H 0.666 2.829 0.238
O -1.774 0.088 -3.962
H 1.754 2.586 -4.764
O 4.136 1.530 -3.693
H 1.311 -1.386 0.821
P 1.795 0.233 -0.938
H -3.480 0.029 -5.105
H 1.322 3.701 -1.152
C -4.642 7.254 -0.145
H -4.476 -6.860 6.111
O -5.757 7.309 0.745
H 4.624 8.104 -4.993
H 1.723 -6.552 2.454
H -8.172 -7.435 5.331
H 1.300 -7.731 5.887
H -3.807 2.047 -3.837
H 0.169 -4.453 -2.252
H 1.948 -4.036 -1.007
H -2.559 6.711 0.244
H 4.510 3.500 -5.700
H 4.646 -1.855 -0.930
C 0.766 -3.598 -2.586
H -5.346 7.934 2.669
H 3.025 -0.540 -2.612
H -1.858 0.984 -2.101
H -1.101 -2.976 -3.472
*
```

Orbital gap   8.55 eV
HOMO   -7.835 eV
SMILES   CCN[C@H](COC[C@@H](Cl)CC)NP(C)O.C1CCOC1.C1CCOC1.C1CCOC1.C1CCOC1.C1CCOC1.C1CCOC1.C1CCOC1
ΔE to the lowest compared entry with this formula, charge and spin   0.0 kJ/mol